(1)
Density functional theory data (wB97M-V/def2-TZVPD) for one molecule with the formula C8H8N2O.

Element x y z (Å)
C (-1.12530, -2.11490, 0.22229)
C (0.15305, -2.08878, -0.05435)
C (0.84622, -0.81891, -0.44326)
O (2.01375, -0.68078, 0.43233)
C (2.88963, 0.26173, 0.23807)
N (3.60963, 1.12284, 0.02868)
N (0.05576, 0.33361, -0.22384)
C (-0.47627, 1.10877, -1.14992)
C (-1.22111, 2.09429, -0.60153)
C (-1.19771, 1.86672, 0.77019)
C (-0.43704, 0.81721, 0.98599)
H (-1.59097, -3.16983, 0.43574)
H (-1.70192, -1.26988, 0.57954)
H (0.81221, -2.99009, 0.03842)
H (1.07809, -0.90579, -1.46348)
H (-0.53758, 0.69956, -2.20354)
H (-1.53062, 3.07146, -1.14640)
H (-1.64450, 2.33677, 1.61632)
H (0.00467, 0.32602, 1.93876)

Output
Highest occupied orbital energy, hartree: -0.321
Molar mass, Da: 148.17



(2)
Density functional theory data (wB97M-V/def2-TZVPD) for C8H8N2O2 as an isolated structure.

Element x y z (Å)
C (1.16281, -0.74154, 1.10365)
C (-0.31857, -1.22007, 1.32283)
C (1.23814, 0.77562, 0.86017)
C (1.01089, -0.81183, -0.40560)
C (-1.30581, -0.11733, 1.31383)
C (-0.42675, -1.35560, -0.20091)
C (1.16071, 0.71377, -0.53101)
C (-1.47138, -0.28248, -0.02558)
N (1.09876, 1.61471, -1.53773)
N (-1.99726, 0.57153, -1.00350)
O (-2.87467, 1.30127, -0.61001)
O (-1.47422, 0.48948, -2.09557)
H (2.02086, -1.26683, 1.57615)
H (-0.33445, -1.97377, 2.05835)
H (1.53182, 1.61389, 1.41402)
H (1.70928, -1.52950, -0.84898)
H (-1.87752, 0.42005, 2.05413)
H (-0.95630, -2.23287, -0.54610)
H (0.87767, 1.38046, -2.54503)
H (1.22599, 2.65103, -1.35312)

Output
Highest occupied orbital energy, hartree: -0.290
Molar mass, Da: 164.16



The records above give, respectively, frontier orbital gap values of 9.392 7.657 eV.